# C5H9NO

2 unconnected molecules or ions with the total composition C5H9NO at a distorted geometry (ωB97M-V with the def2-TZVPD basis set, the OMol25 dataset).

Element x y z (Å)
1 C -1.92261 0.15773 -0.05355
2 C -1.03994 -1.05825 -0.46482
3 C 0.14896 -0.10949 0.03850
4 C 0.95208 0.65344 -1.01304
5 C 1.11587 -0.65441 1.12233
6 N -0.96517 0.71530 0.56746
7 O -0.74850 2.73441 0.86287
8 H -2.93056 0.38175 -0.14665
9 H -1.26514 -1.92273 0.20651
10 H -1.08452 -1.30109 -1.54429
11 H 1.77172 -0.08576 -1.50340
12 H 1.38009 1.56252 -0.47567
13 H 0.53443 1.11261 -1.92983
14 H 2.03481 -1.10182 0.83780
15 H 0.66362 -1.33104 1.78657
16 H 1.35489 0.24684 1.70920

highest occupied orbital energy (spin up / spin down): -9.6 / -9.4 eV
frontier orbital gap (spin up / spin down): 9.2 / 9.3 eV
lowest unoccupied orbital energy (spin up / spin down): -0.416 / -0.186 eV
relative energy (zero: lowest compared OMol25 entry of this formula, charge and spin): 175.93 kcal per mole
total energy: -325.6572 Ha

Charges per atom according to Mulliken partitioning, unit e: -0.23, -0.64, 1.45, -1.40, -1.64, -0.33, -0.33, 0.43, 0.28, 0.28, 0.30, 0.30, 0.37, 0.39, 0.41, 0.36